Density functional theory data (ωB97M-V/def2-TZVPD) for a 3-piece molecular cluster, C25H24B2Cl3F6O3S overall in a non-equilibrium geometry.

The geometry in XYZ format:
```
64
Properties=species:S:1:pos:R:3:forces:R:3
Cl 2.28541 -0.84460 2.57876 -0.23 0.43 -0.14
B -0.12631 1.27956 3.04070 -0.47 -0.57 -1.62
Cl -0.47506 0.28919 4.48797 -0.01 0.18 -0.17
Cl 0.97512 2.68539 3.19462 -0.32 0.01 0.41
O -0.55849 1.01446 1.80158 1.84 3.29 2.65
C -1.00691 0.04883 0.97317 -1.94 -2.01 -1.36
C -2.41598 -0.07679 0.92643 2.80 -0.21 -0.19
C -3.11248 1.11691 1.13826 -0.60 0.42 0.55
C -4.33420 1.01974 1.74137 -0.62 -1.04 0.09
C -4.89968 -0.26848 1.87456 -0.78 -0.13 0.40
C -4.27385 -1.47012 1.45953 0.61 0.50 -0.30
C -3.01398 -1.35714 0.88902 -1.04 -0.51 0.20
H -0.44243 -0.84402 1.08782 0.24 -0.92 0.03
H -2.58643 2.05070 0.97318 -0.11 -0.01 0.24
H -4.83318 1.89364 2.16395 -0.13 -0.24 -0.39
H -5.90175 -0.35923 2.25747 -0.24 0.09 0.38
H -4.73533 -2.46721 1.62606 0.24 1.03 -0.21
H -2.43881 -2.21642 0.51058 -0.19 0.36 0.50
C 0.18294 0.07071 -6.24301 0.47 -0.78 -0.38
C -0.40772 0.38149 -4.90316 -0.75 1.57 1.12
C -0.83463 1.64318 -4.51042 0.63 -1.63 0.37
C -1.50821 1.69907 -3.26884 -0.13 -0.65 0.67
C -1.72340 0.47706 -2.57287 1.39 0.90 -4.21
B 1.82734 -0.16873 1.00198 -0.66 0.58 -3.09
C -3.06651 0.08910 -2.17571 -0.76 -1.15 -0.26
C -3.51013 -1.26053 -2.22947 0.75 0.68 0.66
C -4.77890 -1.58347 -1.79371 -0.55 0.26 0.05
C -5.20580 -3.00088 -1.58137 -0.08 -0.68 0.66
F -6.17540 -3.41334 -2.44826 0.45 0.16 0.35
F -4.17371 -3.87765 -1.69104 -0.62 0.36 -0.03
F -5.73621 -3.17606 -0.31785 0.29 -0.04 -1.43
C -5.70092 -0.59659 -1.43884 0.80 0.35 -0.15
C -5.29738 0.73062 -1.54700 -1.19 -0.56 0.18
C -6.23964 1.82547 -1.12210 0.04 0.84 1.04
F -5.57276 2.69884 -0.27717 -1.01 -0.65 -1.00
F -6.71054 2.59413 -2.15091 0.26 -0.55 0.53
F -7.33651 1.37260 -0.43562 1.00 0.41 -0.76
C -4.03277 1.06943 -1.95619 0.55 0.29 0.30
O 1.62854 -1.06240 -0.08192 0.28 0.22 0.85
C 2.78843 -1.02522 -0.93849 -1.45 -0.24 1.18
C 3.21270 0.45535 -1.21078 -0.55 0.24 0.52
C 4.51125 0.63718 -0.44661 0.57 0.31 -0.32
C 3.29977 0.63059 -2.69858 0.33 0.02 -0.09
C 2.26581 1.60858 -0.67285 -0.45 -1.67 1.16
O 1.82496 1.16355 0.63870 0.60 -0.47 1.02
S -0.79926 -0.72610 -3.61562 -0.46 0.19 0.29
H 0.22592 0.93709 -6.93069 -0.23 -0.17 0.69
H 1.21976 -0.32069 -6.20235 -0.50 0.06 0.14
H -0.43868 -0.69522 -6.74232 0.34 0.22 0.13
H -0.66763 2.48551 -5.13461 0.02 0.72 -0.37
H -1.93265 2.65306 -2.98801 -0.25 -0.14 0.30
H -2.80960 -2.04661 -2.51544 -0.25 0.22 0.22
H -6.66784 -0.85253 -1.05638 -0.27 -0.07 0.13
H -3.78950 2.11906 -2.08981 0.05 -0.17 0.28
H 3.48385 -1.61442 -0.30123 0.62 0.53 -1.05
H 2.54306 -1.60956 -1.85323 0.14 0.57 0.50
H 4.89709 1.62497 -0.69434 0.35 0.10 0.18
H 4.40550 0.55735 0.65426 -0.13 0.01 -0.65
H 5.21985 -0.11573 -0.78831 0.27 -0.01 0.13
H 3.64891 1.64419 -2.89799 0.06 0.00 -0.44
H 4.00625 -0.11280 -3.07169 0.03 0.17 -0.46
H 2.30142 0.47049 -3.14138 0.44 0.09 0.05
H 2.83356 2.51939 -0.39143 -0.06 -0.46 -0.77
H 1.41591 1.89783 -1.35019 0.56 -0.65 0.72
```
Forces are in eV/Å.

**Gap between HOMO and LUMO**: 0.1497 hartree
**LUMO**: 2.119 eV
**Multiplicity**: 1
**Total charge**: -1

***

Density functional theory data (ωB97M-V/def2-TZVPD) for one molecule with the formula C3H11NSi2 in a non-equilibrium geometry.

The geometry in XYZ format:
```
17
Properties=species:S:1:pos:R:3:forces:R:3
Si -3.01713 0.19972 -0.29024 1.13 0.05 -2.67
Si -0.83753 -0.03337 0.68808 2.24 0.59 0.30
C 0.88773 1.44371 0.19525 -1.40 -1.04 -1.27
C 2.02447 0.41553 0.06117 -2.36 -1.15 -0.09
C 1.54319 -0.93033 -0.48784 -2.63 -0.09 0.36
N 0.23381 -1.30601 0.20164 0.95 2.23 -0.71
H -3.04638 -0.57328 -1.73089 0.13 1.00 1.67
H -3.46278 1.62831 -0.55123 0.15 -0.65 0.26
H -3.93325 -0.53887 0.50726 -0.82 -0.40 0.80
H -1.11590 -0.43840 2.17155 0.02 0.84 -0.86
H 1.04838 2.19558 0.94125 0.05 0.07 0.79
H 0.74669 2.07041 -0.75414 -0.21 -1.28 1.03
H 2.43442 0.10876 0.96138 0.35 -0.01 2.56
H 2.89792 0.62096 -0.45254 1.51 1.39 -1.71
H 1.29709 -0.85034 -1.56225 0.78 -0.40 0.21
H 2.19531 -1.73832 -0.16240 0.49 0.10 -0.83
H 0.10396 -2.27407 0.26394 -0.39 -1.23 0.17
```
Forces are in eV/Å.

**Gap between HOMO and LUMO**: 0.3407 hartree
**LUMO**: 0.706 eV
**Multiplicity**: 1
**SMILES**: [SiH3][Si@@H]1CCCN1

***

Density functional theory data (ωB97M-V/def2-TZVPD) for a 2-piece molecular cluster, C10H15BrN3 overall in a non-equilibrium geometry.

The geometry in XYZ format:
```
29
Properties=species:S:1:pos:R:3:forces:R:3
C 1.63533 1.34178 2.06023 1.45 -0.27 0.11
C -0.13983 2.81174 1.54386 0.63 2.20 2.10
C 0.98601 2.50299 2.35593 -0.72 -0.05 -0.56
C 0.30791 1.01262 0.33518 -1.35 0.30 -1.06
C -0.83752 -2.11636 1.10694 -2.51 -0.35 -1.98
C -1.65082 -1.03492 0.24992 -1.18 -1.49 0.86
C 0.08676 -2.28459 -0.11463 -1.04 -1.88 1.32
C -0.70450 -1.35909 -0.95541 -1.03 1.92 2.08
C 1.38997 -0.42452 -1.71711 -0.69 0.64 -1.61
C -0.81345 0.71426 -2.23788 -0.99 -0.81 -0.14
N 1.30223 0.60690 0.99475 -0.32 -0.93 -1.02
N -0.49757 2.04969 0.55545 0.16 -1.71 -2.15
N -0.00439 -0.14420 -1.35856 0.53 2.70 2.07
Br 1.57461 3.63511 3.69699 -0.04 0.15 0.22
H 2.54370 0.97884 2.52402 -0.16 0.29 0.56
H -0.65481 3.79606 1.80662 0.23 -1.61 -0.78
H -0.43500 -1.71475 1.97560 1.00 0.35 1.60
H -1.51797 -2.98904 1.31884 0.98 0.89 -0.01
H -2.68644 -1.50152 0.19516 1.03 1.39 -0.44
H -1.64247 0.03395 0.59540 -0.42 -1.36 -0.39
H 1.02192 -2.00109 0.20633 2.21 0.77 0.13
H 0.15715 -3.28930 -0.47452 0.07 -0.60 -0.35
H -1.25134 -1.78182 -1.74674 -0.29 -0.45 -1.47
H 1.76932 0.36708 -2.42295 0.07 -0.45 1.54
H 1.81480 -0.65938 -0.75075 1.22 0.47 -0.49
H 1.36656 -1.30446 -2.33611 0.16 -0.69 -0.15
H -1.47074 1.37047 -1.66802 -0.02 -0.23 0.19
H -0.22021 1.33269 -2.86528 0.78 0.41 -0.40
H -1.42923 0.05085 -2.87328 0.24 0.41 0.22
```
Forces are in eV/Å.

**Gap between HOMO and LUMO**: 0.3494 hartree
**LUMO**: -3.984 eV
**Multiplicity**: 1
**Total charge**: +1

***

Density functional theory data (ωB97M-V/def2-TZVPD) for a 10-piece molecular cluster, C30H50O30 overall in a non-equilibrium geometry.

The geometry in XYZ format:
```
110
Properties=species:S:1:pos:R:3:forces:R:3
C -3.27326 2.59071 4.27937 1.86 -0.10 -0.04
C -1.99247 2.62836 3.44649 1.21 -1.24 0.27
O -2.08660 3.83263 2.68965 1.01 -0.33 -0.10
C -3.34588 4.12204 2.56123 -3.00 4.19 -1.58
O -3.79916 5.07877 1.84985 1.58 -4.72 3.07
O -4.06054 3.31678 3.42397 -2.74 2.17 -2.23
H -3.13364 3.13996 5.21046 -0.22 -0.22 0.27
H -3.72055 1.60342 4.39467 0.45 0.07 0.29
H -1.96052 1.78891 2.75194 -0.08 -0.10 -0.11
H -1.03372 2.62925 3.96504 -0.27 0.10 0.20
C 1.60114 3.90237 3.12364 -1.18 -0.75 1.03
C 2.61367 3.17226 2.32868 1.45 0.27 0.37
O 2.23484 3.49959 1.02367 0.69 -0.52 -2.48
C 0.96826 3.88177 0.97733 -2.87 1.05 -3.68
O 0.23545 4.05547 -0.03356 3.02 -1.03 2.91
O 0.54347 4.13202 2.18083 -0.47 0.50 1.69
H 1.99586 4.82540 3.54828 -0.45 0.06 -0.07
H 1.20903 3.21028 3.86887 -0.10 0.53 0.40
H 2.65382 2.09018 2.45361 -0.16 0.14 0.04
H 3.56862 3.64423 2.55975 0.32 -0.47 -0.40
C -1.18836 -1.36981 0.44721 0.77 -0.41 -1.38
C -0.28835 -0.60760 -0.47585 -0.74 -0.18 -1.26
O 0.09284 0.45132 0.38172 0.57 2.35 -3.14
C 0.24885 -0.03736 1.54375 -1.05 -0.46 4.39
O 0.72564 0.53831 2.50222 -0.11 -1.10 -1.35
O -0.43021 -1.23739 1.61041 0.82 -0.11 1.88
H -1.25117 -2.38388 0.05248 -0.22 -0.22 0.70
H -2.16764 -0.89812 0.52857 -0.12 -0.08 0.16
H -0.85498 -0.32069 -1.36169 0.39 0.63 0.04
H 0.63674 -1.10949 -0.75941 -0.23 -0.50 -0.11
C -0.83652 -5.19154 -1.87785 0.37 -1.80 0.96
C 0.22958 -4.87855 -0.79566 -0.79 -0.16 -1.18
O 0.89284 -3.78010 -1.41631 0.56 0.66 1.05
C 0.43225 -3.56728 -2.63836 2.72 4.78 -1.93
O 0.77861 -2.56964 -3.31750 -0.89 -2.72 1.96
O -0.35603 -4.48693 -3.04521 -2.60 -1.83 0.04
H -1.85070 -5.00706 -1.52360 -0.06 1.04 -0.66
H -0.85520 -6.26832 -2.04608 0.24 0.11 -0.58
H 0.91202 -5.72337 -0.70258 0.09 0.29 0.40
H -0.23252 -4.54819 0.13462 0.38 -0.20 0.07
C -2.83871 1.61018 -2.25685 -1.78 1.55 1.23
C -3.62021 2.53528 -1.19464 2.79 0.83 -1.26
O -4.78864 1.87251 -0.89194 -0.62 -2.15 -0.29
C -4.74534 0.60547 -1.44128 -1.73 -0.74 -0.18
O -5.57820 -0.26140 -1.33743 1.12 1.61 0.46
O -3.66986 0.42599 -2.24023 1.48 0.77 0.01
H -1.79539 1.50292 -1.96005 -0.21 -0.67 0.16
H -2.85981 2.12141 -3.21929 -0.22 -0.45 -0.21
H -3.77622 3.52683 -1.61961 -0.52 -0.14 -0.08
H -2.97091 2.73048 -0.34117 -0.25 -0.36 0.41
C 3.90454 -1.43107 1.96090 -0.44 1.32 0.54
O 3.54874 -2.09471 0.77216 -0.79 -1.09 0.53
C 3.92702 -1.53128 -0.33392 2.74 2.82 -0.25
O 4.49090 -0.40880 -0.41981 -1.87 -2.57 -0.30
O 3.76763 -2.41332 -1.28660 -0.30 -0.29 -0.43
C 4.18371 -2.12997 -2.60648 -0.26 -0.15 -0.63
H 3.42593 -0.45261 1.92002 0.33 0.28 0.18
H 4.98787 -1.31819 2.00288 -0.13 -0.09 0.30
H 3.44605 -1.92687 2.81650 0.37 -0.44 -0.29
H 5.20725 -1.76488 -2.69117 -0.02 -0.04 0.33
H 3.49347 -1.43346 -3.08244 0.00 0.05 0.02
H 4.06612 -3.08913 -3.11077 0.19 0.19 -0.12
C 0.03137 -1.13592 9.38998 0.81 -0.43 -1.17
O -0.33044 -2.21296 8.40917 0.15 0.93 1.23
C -0.21375 -2.14268 7.09012 -0.77 -1.73 -1.91
O -0.69519 -3.00139 6.33653 1.09 2.05 1.89
O 0.51980 -1.10647 6.67912 0.17 1.12 1.11
C 0.59432 -0.83281 5.29662 -0.53 -0.85 -1.12
H 0.57667 -1.62754 10.19562 -0.90 -0.31 0.22
H -0.84700 -0.54672 9.65341 -0.06 -0.57 0.18
H 0.79517 -0.43111 9.06143 -0.21 -0.10 -0.89
H 1.41056 -0.16373 5.02424 0.24 -0.30 0.65
H -0.30535 -0.36396 4.89800 -0.26 -0.11 0.33
H 0.67051 -1.81496 4.83006 0.22 0.25 -0.55
C -3.99256 -4.18803 2.63958 -0.22 1.48 0.40
O -3.27770 -3.19202 3.39664 0.95 4.05 0.44
C -3.54242 -1.77174 3.31458 2.60 0.90 1.23
O -2.74621 -0.88976 3.88629 -4.76 -4.84 -3.30
O -4.66800 -1.49454 2.52643 2.40 -1.15 2.74
C -4.97488 -0.11226 2.35241 0.01 0.20 -1.00
H -4.08481 -3.75336 1.64427 -0.91 -0.49 -0.05
H -4.87083 -4.31682 3.27217 -0.55 -0.49 -1.04
H -3.41967 -5.11296 2.57320 0.27 0.30 0.39
H -4.16588 0.24837 1.71713 -0.31 0.61 -0.14
H -5.07108 0.54174 3.21910 0.19 -0.67 0.35
H -5.93558 -0.14399 1.83846 0.25 0.27 -0.18
C 2.52611 1.14400 -3.09578 0.12 0.17 0.66
O 3.00086 0.74656 -4.36926 -0.66 -0.58 0.75
C 4.02653 1.34926 -5.03122 2.44 1.37 -0.36
O 4.58019 2.41591 -4.77185 -2.00 -2.36 -0.11
O 4.35454 0.49644 -6.00384 -1.55 0.45 1.13
C 5.43109 0.89431 -6.76365 3.67 -0.21 -1.88
H 1.86270 1.96974 -3.35299 -0.29 0.73 0.27
H 3.25841 1.41160 -2.33404 0.65 0.57 -0.62
H 1.91649 0.40369 -2.57770 -0.16 -0.65 -1.06
H 6.39106 0.85513 -6.24883 -0.22 0.87 1.22
H 5.39601 1.82272 -7.33366 -0.71 0.16 0.50
H 5.79358 0.14025 -7.46228 -1.51 -0.56 -0.41
C 1.48830 1.04082 -9.07508 -0.85 1.03 -0.30
O 1.21018 0.64393 -7.73523 -0.07 -0.15 1.71
C 0.57308 1.45814 -6.89066 -2.19 1.26 -0.70
O 0.20378 2.62820 -7.04157 1.48 -2.99 0.52
O 0.15454 0.64421 -5.82113 0.06 0.77 0.33
C -0.76179 1.21051 -4.84585 0.65 0.52 0.16
H 0.70406 1.75154 -9.33577 0.29 0.25 -0.30
H 1.36555 0.18266 -9.73583 0.33 -0.11 0.41
H 2.47188 1.50624 -9.13874 -0.08 -0.15 -0.07
H -0.57840 2.27565 -4.70462 -0.35 0.10 -0.59
H -0.68063 0.79785 -3.84026 1.09 -0.81 -0.17
H -1.80661 0.95214 -5.01821 -0.04 0.24 -0.98
```
Forces are in eV/Å.

**Gap between HOMO and LUMO (spin up / spin down)**: 0.3504 / 0.0614 hartree
**LUMO (spin up / spin down)**: -2.188 / -10.053 eV
**Multiplicity**: 2
**Expectation value of S²**: 0.7598
**Total charge**: +1

***

Per-record relative energy (zero: lowest compared OMol25 entry of this formula, charge and spin), kcal per mole: 57.3; 12.5; 31.1; 0.0